ORCA calculation (ωB97M-V with the def2-TZVPD basis set) on C47H48CaF4N4O4SSeSi as an isolated structure.

```
! wB97M-V def2-TZVPD RIJCOSX def2/J DEFGRID3
* xyz -2 1
Ca 0.039 -0.401 -0.790
C -1.892 -1.146 2.625
O -0.582 -1.401 2.128
C -0.124 -2.667 2.241
C -0.637 -3.592 3.144
C -0.129 -4.886 3.174
C 0.881 -5.254 2.295
C 1.388 -4.321 1.397
C 0.905 -3.021 1.369
N 1.341 -1.994 0.463
N 2.450 -2.283 -0.063
C 3.071 -1.472 -0.974
C 2.771 -0.092 -1.196
O 1.876 0.545 -0.541
C 3.553 0.609 -2.191
C 4.501 -0.007 -2.914
C 4.851 -1.383 -2.697
C 5.866 -1.996 -3.452
C 6.229 -3.300 -3.227
C 5.565 -4.025 -2.223
C 4.557 -3.448 -1.485
C 4.164 -2.108 -1.706
H -2.564 -1.974 2.388
H -2.237 -0.261 2.109
H -1.876 -0.979 3.705
H -1.436 -3.305 3.816
H -0.541 -5.604 3.875
H 1.265 -6.269 2.291
H 2.152 -4.595 0.682
H 3.288 1.641 -2.374
H 5.024 0.544 -3.692
H 6.359 -1.415 -4.225
H 7.006 -3.767 -3.823
H 5.846 -5.054 -2.029
H 4.042 -4.018 -0.721
C -4.872 1.701 -3.250
C -3.490 1.908 -2.607
C -2.756 0.576 -2.665
C -3.652 2.671 -1.288
C -3.992 4.012 -1.489
C -4.340 4.854 -0.454
C -4.365 4.331 0.826
C -3.991 3.015 1.097
C -4.075 2.627 2.571
C -4.879 1.361 2.877
C -2.696 2.630 3.232
C -3.557 2.160 0.037
N -3.005 0.879 0.282
C -3.810 -0.176 0.061
C -5.226 -0.143 -0.080
C -5.993 -1.289 -0.263
C -5.415 -2.552 -0.340
C -4.023 -2.633 -0.254
C -3.295 -1.491 -0.072
F -1.923 -1.623 -0.088
H -4.763 1.249 -4.241
H -5.416 2.645 -3.356
H -5.474 1.025 -2.634
H -2.935 2.598 -3.246
H -3.378 -0.254 -2.333
H -1.849 0.583 -2.084
H -2.467 0.375 -3.696
H -3.985 4.393 -2.507
H -4.596 5.891 -0.641
H -4.669 4.961 1.656
H -4.633 3.444 3.036
H -4.415 0.464 2.473
H -5.884 1.426 2.453
H -4.976 1.242 3.963
H -1.982 2.059 2.649
H -2.734 2.212 4.247
H -2.320 3.653 3.305
H -5.704 0.829 -0.035
H -7.070 -1.190 -0.356
H -6.013 -3.441 -0.492
H -3.493 -3.572 -0.370
S -0.198 4.941 0.398
C 0.240 3.260 0.464
N 0.874 2.865 1.520
C 1.060 3.944 2.380
C 1.693 3.872 3.622
C 1.801 5.015 4.391
C 1.281 6.238 3.937
C 0.652 6.324 2.709
C 0.548 5.168 1.933
H 0.005 2.640 -0.401
H 2.084 2.917 3.957
H 2.289 4.970 5.357
H 1.371 7.123 4.557
H 0.246 7.266 2.360
C -0.970 -3.387 -5.896
Si 0.149 -2.131 -5.051
C -0.300 -0.459 -5.733
C 1.895 -2.487 -5.637
Se -0.005 -2.422 -2.855
H -0.806 -3.410 -6.984
H -2.023 -3.146 -5.704
H -0.774 -4.384 -5.485
H -0.118 -0.446 -6.818
H 0.312 0.323 -5.263
H -1.356 -0.226 -5.559
H 1.927 -2.609 -6.731
H 2.270 -3.402 -5.165
H 2.565 -1.664 -5.357
F -0.899 4.302 -2.693
C 0.192 3.922 -3.382
F 0.022 4.333 -4.648
F 1.232 4.626 -2.872
C 0.487 2.408 -3.276
O 1.198 1.960 -4.179
O -0.017 1.885 -2.246
*
```

Summary:
Maximum force (hartree/bohr): 0.0375
ΔE to the lowest compared entry with this formula, charge and spin (kJ/mol): 80.4
E_LUMO (eV): 4.0

=====

ORCA calculation (ωB97M-V with the def2-TZVPD basis set) on C47H49BGaN10SbSe2 as an isolated structure.

```
! wB97M-V def2-TZVPD RIJCOSX def2/J DEFGRID3
* xyz 3 2
Ga 0.546 1.218 0.275
C 1.366 -3.468 1.138
C 0.358 -2.396 0.899
C -0.998 -2.351 1.297
C -1.454 -1.128 0.879
N -0.454 -0.480 0.226
N 0.665 -1.287 0.236
B -2.689 1.670 -0.087
N -1.986 1.786 -1.354
C -2.527 2.033 -2.590
C -1.560 2.588 -3.366
C -0.409 2.664 -2.554
C 0.890 3.278 -2.943
N -0.662 2.164 -1.350
N -2.079 2.271 1.114
C -2.774 3.056 1.988
C -1.888 3.734 2.767
C -0.613 3.333 2.331
C 0.678 3.849 2.866
N -0.733 2.459 1.330
N -3.983 1.091 0.028
C -4.748 0.797 1.149
C -5.925 0.299 0.724
C -5.845 0.299 -0.710
C -6.893 -0.120 -1.678
N -4.687 0.753 -1.114
H 0.998 -4.443 0.815
H 1.599 -3.547 2.201
H 2.288 -3.247 0.601
H -1.564 -3.121 1.797
H -2.441 -0.706 0.984
H -3.563 1.810 -2.775
H -1.661 2.935 -4.381
H 0.701 4.129 -3.597
H 1.521 2.580 -3.496
H 1.427 3.652 -2.075
H -3.849 3.109 1.947
H -2.108 4.448 3.541
H 0.487 4.425 3.769
H 1.147 4.522 2.146
H 1.377 3.054 3.114
H -4.374 0.942 2.149
H -6.749 -0.031 1.335
H -7.681 0.633 -1.729
H -7.361 -1.055 -1.367
H -6.463 -0.243 -2.668
Se 2.923 2.967 0.317
Se 4.092 1.634 1.798
C 2.639 0.702 2.644
C 3.008 0.077 3.828
C 2.040 -0.525 4.606
C 0.717 -0.446 4.191
C 0.437 0.180 3.001
N 1.378 0.726 2.201
C 2.995 1.707 -1.126
C 4.016 1.618 -2.046
C 3.910 0.663 -3.050
C 2.781 -0.145 -3.100
C 1.801 -0.001 -2.137
N 1.919 0.910 -1.161
H 4.042 0.096 4.149
H 2.308 -1.013 5.534
H -0.089 -0.864 4.777
H -0.582 0.255 2.657
H 4.870 2.278 -1.981
H 4.692 0.563 -3.791
H 2.657 -0.892 -3.872
H 0.915 -0.622 -2.164
C -1.484 -0.846 -4.538
C -2.900 -1.363 -4.480
C -3.837 -0.968 -5.426
C -5.131 -1.479 -5.413
C -5.514 -2.397 -4.445
C -4.600 -2.791 -3.481
C -3.303 -2.286 -3.508
Sb -1.906 -3.010 -2.116
C -2.739 -4.520 -0.927
C -2.079 -5.752 -0.965
C -2.557 -6.817 -0.223
C -3.688 -6.643 0.566
C -4.327 -5.412 0.614
C -3.866 -4.325 -0.123
C -4.592 -3.008 -0.016
C -0.232 -3.850 -3.097
C 1.030 -3.576 -2.575
C 2.160 -4.105 -3.179
C 2.019 -4.903 -4.306
C 0.757 -5.176 -4.816
C -0.396 -4.661 -4.227
C -1.750 -4.999 -4.793
H -1.382 -0.080 -5.305
H -0.778 -1.647 -4.775
H -1.184 -0.399 -3.584
H -3.548 -0.267 -6.199
H -5.837 -1.166 -6.171
H -6.516 -2.807 -4.443
H -4.891 -3.520 -2.732
H -1.194 -5.884 -1.579
H -2.054 -7.774 -0.261
H -4.073 -7.469 1.149
H -5.205 -5.292 1.238
H -4.665 -2.694 1.027
H -5.613 -3.090 -0.394
H -4.104 -2.204 -0.573
H 1.132 -2.961 -1.688
H 3.141 -3.912 -2.763
H 2.890 -5.330 -4.784
H 0.659 -5.815 -5.685
H -1.679 -5.827 -5.495
H -2.190 -4.152 -5.324
H -2.453 -5.298 -4.010
*
```

Summary:
Maximum force (hartree/bohr): 0.0183
ΔE to the lowest compared entry with this formula, charge and spin (kJ/mol): 148.0
E_LUMO (spin up / spin down) (eV): -7.8 / -9.3

=====

ORCA calculation (ωB97M-V with the def2-TZVPD basis set) on a 7-piece molecular cluster, C47H49Br2ClF6NS overall.

```
! wB97M-V def2-TZVPD RIJCOSX def2/J DEFGRID3
* xyz 1 1
C -1.743 0.436 0.619
C -1.346 -0.177 -0.755
Br 0.563 -0.379 -1.098
C -2.241 -0.524 -1.659
Br -4.088 -0.223 -1.164
N -1.895 -1.076 -2.990
C -2.884 -2.080 -3.509
C -4.088 -1.476 -4.263
C -3.762 -0.294 -5.226
C -2.937 0.760 -4.430
Cl -2.556 2.173 -5.489
C -1.646 0.067 -3.936
C -0.736 -0.354 -5.143
C 0.709 0.201 -4.982
C 1.775 -0.729 -5.638
S 3.415 -0.188 -5.004
H -2.584 -0.091 1.082
H -1.891 1.517 0.489
H -0.892 0.305 1.298
H -0.994 -1.569 -2.894
H -3.215 -2.753 -2.703
H -2.329 -2.725 -4.212
H -4.923 -1.203 -3.604
H -4.487 -2.290 -4.896
H -4.731 0.142 -5.516
H -3.222 -0.582 -6.137
H -3.561 1.172 -3.625
H -1.067 0.822 -3.378
H -1.114 0.023 -6.103
H -0.738 -1.459 -5.218
H 0.946 0.241 -3.907
H 0.781 1.240 -5.346
H 1.619 -1.757 -5.280
H 1.726 -0.626 -6.728
H 3.843 -1.212 -4.239
F -4.786 8.555 -8.241
C -4.467 7.423 -7.596
C -3.643 6.502 -8.214
C -3.310 5.334 -7.543
C -3.812 5.096 -6.270
C -4.644 6.030 -5.664
C -4.970 7.204 -6.327
H -3.268 6.702 -9.210
H -2.659 4.608 -8.015
H -3.554 4.179 -5.750
H -5.039 5.843 -4.673
H -5.610 7.947 -5.868
F 0.353 1.708 2.186
C 1.571 1.764 2.783
C 1.661 1.615 4.151
C 2.907 1.669 4.758
C 4.044 1.881 3.989
C 3.936 2.034 2.613
C 2.691 1.970 2.002
H 0.763 1.458 4.735
H 2.991 1.545 5.830
H 5.016 1.927 4.464
H 4.822 2.204 2.014
H 2.587 2.079 0.930
F 3.947 -2.674 -2.991
C 3.776 -3.448 -1.895
C 2.497 -3.690 -1.437
C 2.322 -4.485 -0.312
C 3.426 -5.018 0.339
C 4.706 -4.762 -0.134
C 4.883 -3.976 -1.263
H 1.648 -3.259 -1.955
H 1.324 -4.690 0.056
H 3.288 -5.635 1.218
H 5.565 -5.174 0.375
H 5.872 -3.770 -1.652
F -2.838 -1.170 5.406
C -3.027 0.145 5.196
C -4.102 0.778 5.791
C -4.291 2.137 5.576
C -3.411 2.842 4.763
C -2.338 2.191 4.168
C -2.141 0.834 4.391
H -4.781 0.211 6.414
H -5.125 2.646 6.042
H -3.562 3.901 4.593
H -1.655 2.739 3.532
H -1.305 0.310 3.943
F 5.183 -7.510 0.445
C 5.014 -8.285 1.536
C 3.734 -8.534 1.994
C 3.561 -9.335 3.115
C 4.667 -9.867 3.766
C 5.946 -9.602 3.295
C 6.123 -8.811 2.169
H 2.886 -8.104 1.477
H 2.564 -9.544 3.479
H 4.530 -10.488 4.642
H 6.808 -10.014 3.804
H 7.112 -8.601 1.782
F 0.445 2.232 7.174
C 0.385 3.578 7.205
C -0.847 4.200 7.265
C -0.907 5.586 7.303
C 0.263 6.333 7.268
C 1.494 5.695 7.203
C 1.558 4.308 7.176
H -1.749 3.601 7.284
H -1.867 6.083 7.358
H 0.214 7.414 7.293
H 2.407 6.276 7.172
H 2.510 3.795 7.134
*
```

Summary:
Maximum force (hartree/bohr): 0.0538
E_LUMO (eV): -3.0

=====

ORCA calculation (ωB97M-V with the def2-TZVPD basis set) on C47H49Br2GdN4O3P2S2Se2Si as an isolated structure.

```
! wB97M-V def2-TZVPD RIJCOSX def2/J DEFGRID3
* xyz -2 8
Gd -1.370 -0.490 -2.494
C 2.465 2.943 -0.988
C 2.670 2.586 -2.411
C 3.663 3.248 -3.216
C 4.029 2.725 -4.394
C 3.240 1.678 -4.996
C 3.401 1.156 -6.246
Br 4.565 2.180 -7.431
C 2.435 0.317 -6.796
C 1.402 -0.179 -6.034
Br 0.116 -1.361 -6.775
C 1.218 0.232 -4.709
O 0.177 -0.076 -4.047
C 2.183 1.173 -4.171
N 1.960 1.597 -2.902
H 2.914 3.886 -0.744
H 2.817 2.198 -0.336
H 1.404 3.035 -0.717
H 4.060 4.208 -2.715
H 4.772 3.134 -5.040
H 2.431 0.058 -7.884
N 1.938 -2.575 1.154
P 1.683 -1.021 1.881
C 1.646 -1.579 3.667
C 0.471 -2.161 4.211
C 0.495 -2.548 5.560
C 1.674 -2.637 6.212
C 2.854 -2.093 5.691
C 2.792 -1.490 4.422
C 3.364 -0.223 1.781
C 4.480 -0.723 1.079
C 5.596 0.051 0.917
C 5.669 1.372 1.342
C 4.537 1.903 2.054
C 3.451 1.080 2.312
C 1.865 -2.951 -0.147
C 1.801 -4.310 -0.569
C 1.686 -4.420 -1.937
C 1.750 -3.385 -2.815
C 1.813 -2.118 -2.289
N 1.819 -1.890 -0.959
H 2.161 -3.350 1.767
H -0.719 -1.674 2.638
H -0.453 -2.923 5.941
H 1.694 -3.070 7.250
H 3.753 -1.992 6.244
H 3.706 -1.062 4.104
H 4.425 -1.671 0.515
H 6.432 -0.346 0.324
H 6.518 2.007 1.061
H 4.704 2.936 2.345
H 2.626 1.442 2.891
H 1.841 -5.215 0.051
H 1.551 -5.426 -2.379
H 1.718 -3.445 -3.892
H 2.008 -1.276 -2.907
Se -1.608 2.243 -1.205
P -2.626 1.164 0.415
Se -2.558 -0.953 0.209
C -1.733 1.636 1.947
C -2.021 1.004 3.155
C -1.378 1.310 4.315
C -0.385 2.294 4.301
C -0.081 2.979 3.101
C -0.688 2.580 1.913
C -4.340 1.670 0.728
C -4.633 3.024 0.538
C -5.913 3.454 0.804
C -6.882 2.545 1.249
C -6.566 1.190 1.457
C -5.231 0.735 1.188
H -2.753 0.238 3.152
H -1.591 0.738 5.163
H 0.143 2.578 5.188
H 0.624 3.753 3.174
H -0.276 2.885 0.920
H -3.847 3.790 0.325
H -6.146 4.482 0.805
H -7.843 2.896 1.581
H -7.312 0.495 1.922
H -4.981 -0.254 1.487
C -3.067 -4.822 0.776
Si -2.626 -5.315 -0.939
C -1.233 -6.678 -0.877
C -4.268 -5.995 -1.598
C -2.054 -3.958 -1.969
C -1.648 -2.913 -2.473
H -2.695 -5.526 1.586
H -4.148 -4.880 0.920
H -2.784 -3.800 0.985
H -1.654 -7.361 -0.154
H -0.275 -6.206 -0.654
H -1.156 -7.369 -1.772
H -4.629 -6.781 -0.969
H -4.377 -6.303 -2.638
H -4.984 -5.151 -1.454
C -3.369 -0.183 -3.815
H -2.959 0.403 -4.633
H -4.009 0.488 -3.224
H -3.732 -1.103 -4.248
O -2.504 -1.604 5.210
S -2.120 -2.706 4.201
N -0.631 -2.244 3.440
C 0.985 6.374 -1.461
S 0.013 7.019 -0.065
C -1.461 5.996 -0.211
O -0.315 8.425 -0.345
H 0.328 6.438 -2.363
H 1.211 5.292 -1.295
H 1.952 7.010 -1.466
H -1.122 5.072 -0.666
H -2.075 6.584 -0.964
H -1.870 5.857 0.830
*
```

Summary:
Maximum force (hartree/bohr): 0.0845
E_LUMO (spin up / spin down) (eV): 3.5 / 2.3

=====

Among the records above, which one has the highest maximum force?
C47H49Br2GdN4O3P2S2Se2Si